Record 1
Formula: C4H8N2O
Source: OMol25
Level of theory: ωB97M-V/def2-TZVPD

Summary:
- net charge = 0
- HOMO (eV) = -8.065
- SMILES = N=C=CN.CC=O
- lowest unoccupied orbital energy (eV) = 0.96
- orbital gap (eV) = 9.02
- calculated total energy (hartree) = -341.88386
- energy above the lowest of the compared OMol25 structures with the same formula, charge and spin (kcal/mol) = 75.2

```
15
C4H8N2O (ωB97M-V/def2-TZVPD)
O -1.262 1.417 0.564
N 1.836 -0.277 -1.956
N 1.333 0.315 1.378
C -1.755 0.350 0.272
C 1.141 0.532 0.177
C -1.626 -0.905 1.094
C 0.917 0.402 -1.117
H 2.209 0.330 -2.678
H 0.002 0.750 -1.580
H -1.954 -1.789 0.541
H -2.258 -0.804 1.983
H -2.369 0.276 -0.648
H -0.593 -1.027 1.437
H 1.740 1.088 1.904
H 2.600 -0.624 -1.390
```

Mulliken population analysis, charges in e, atoms 1 to 4:
1. O -0.497
2. N -0.538
3. N -0.524
4. C -0.008



Record 2
Formula: C4H5O2Zn
Source: OMol25
Level of theory: ωB97M-V/def2-TZVPD

Summary:
- net charge = +1
- HOMO (spin up / spin down) (eV) = -12.802 / -14.137
- lowest unoccupied orbital energy (spin up / spin down) (eV) = -7.23 / -5.95
- orbital gap (spin up / spin down) (eV) = 5.57 / 8.18
- calculated total energy (hartree) = -2084.73547
- energy above the lowest of the compared OMol25 structures with the same formula, charge and spin (kcal/mol) = 0.0

```
12
C4H5O2Zn (ωB97M-V/def2-TZVPD)
Zn 2.336 -1.222 -4.595
O 2.065 0.022 -3.494
O 2.523 2.471 0.412
C 1.870 -0.641 -0.858
C 1.891 0.638 -0.947
C 1.521 1.975 -0.451
C 2.660 -0.155 -2.303
H 2.434 3.426 0.478
H 0.547 1.901 0.064
H 1.374 2.642 -1.319
H 1.575 -1.565 -0.374
H 3.734 0.093 -2.208
```

Mulliken population analysis, charges in e, atoms 1 to 4:
1. Zn 0.412
2. O -0.560
3. O -0.484
4. C -0.332



Record 3
Formula: C18H15Cl3CoN3O3S
Source: OMol25
Level of theory: ωB97M-V/def2-TZVPD

Summary:
- net charge = +1
- HOMO (spin up / spin down) (eV) = -11.059 / -11.034
- lowest unoccupied orbital energy (spin up / spin down) (eV) = -3.35 / -3.21
- multiplicity = 2
- orbital gap (spin up / spin down) (eV) = 7.71 / 7.82
- calculated total energy (hartree) = -4246.22125

```
44
C18H15Cl3CoN3O3S (ωB97M-V/def2-TZVPD)
Co 0.939 0.274 -2.042
Cl 1.735 -4.401 0.221
Cl 3.937 -2.893 1.354
Cl 1.211 -2.300 2.158
S 0.258 2.140 -0.245
O 1.440 2.218 -1.140
O -0.666 3.224 -0.189
O 0.961 1.523 -3.785
N 2.015 -1.086 -1.074
N -0.515 -0.886 -2.663
N -0.337 0.786 -0.791
C 2.214 1.490 1.539
C 2.281 0.825 5.283
C 1.794 1.183 3.903
C 2.128 -1.850 -0.233
C -0.500 -1.793 -3.613
C -1.646 -2.521 -3.979
C -1.647 0.339 -0.976
C -0.010 1.849 2.431
C 2.661 1.178 2.814
C -2.826 -2.273 -3.337
C 2.258 -2.849 0.859
C -1.696 -0.641 -1.992
C -2.796 0.692 -0.330
C 0.875 1.818 1.358
C -4.009 0.036 -0.663
C -4.066 -0.943 -1.613
C 0.457 1.525 3.692
C -2.887 -1.302 -2.311
H -0.224 1.555 4.535
H -4.998 -1.443 -1.847
H 3.707 0.939 2.969
H 0.284 1.563 -4.469
H 0.446 -1.956 -4.118
H 2.895 1.505 0.698
H -1.042 2.143 2.285
H 3.363 0.919 5.358
H 1.827 1.464 6.040
H -1.575 -3.257 -4.767
H -2.785 1.471 0.421
H -4.911 0.324 -0.140
H -3.724 -2.815 -3.609
H 2.018 -0.207 5.528
H 1.159 2.432 -3.520
```

Mulliken population analysis, charges in e, atoms 1 to 4:
1. Co -0.042
2. Cl -0.082
3. Cl -0.068
4. Cl -0.047



Record 4
Formula: C4H5MgO
Source: OMol25
Level of theory: ωB97M-V/def2-TZVPD

Summary:
- net charge = +1
- HOMO (spin up / spin down) (eV) = -11.860 / -11.856
- lowest unoccupied orbital energy (spin up / spin down) (eV) = -7.09 / -7.09
- orbital gap (spin up / spin down) (eV) = 4.76 / 4.77
- calculated total energy (hartree) = -430.20975
- energy above the lowest of the compared OMol25 structures with the same formula, charge and spin (kcal/mol) = 103.3

```
11
C4H5MgO (ωB97M-V/def2-TZVPD)
Mg -2.724 2.220 0.031
O -0.752 2.450 0.198
C 1.180 -0.672 0.535
C -0.230 -1.036 0.107
C -0.714 1.375 -0.512
C 0.804 -1.801 -0.285
H -0.063 1.377 -1.415
H -1.243 -1.103 0.504
H 1.154 -2.665 -0.842
H 1.072 0.549 0.101
H 1.517 -0.695 1.578
```

Mulliken population analysis, charges in e, atoms 1 to 4:
1. Mg 0.879
2. O -0.425
3. C -0.368
4. C -0.283



- What is the formula in the second record?
  C4H5O2Zn



- The lowest calculated total energy belongs to which entry?
  C18H15Cl3CoN3O3S



- Number 1 is which compound?
  C4H8N2O